No. 1
20
Properties=species:S:1:pos:R:3:forces:R:3:mulliken_charge:R:1 method="wB97M-V/def2-TZVPD" relative_energy_kj_mol=139.88 energy_ha=-439.6695 smiles="C=CN.O.O.O.O" max_force_ha_per_bohr=0.030 lumo_energy_ha=0.024
C -0.69159 -1.52323 2.33898 0.4406 0.1855 -0.9214 -0.780
C 0.13741 -2.21199 1.55234 0.0566 -1.1048 0.5257 0.064
N 1.49860 -2.05045 1.33791 1.1756 0.0912 0.1231 -0.513
H -0.36437 -0.60961 2.81578 -0.1696 -0.0129 0.2415 0.280
H -1.72783 -1.82045 2.29707 -0.0656 0.1452 0.3971 0.255
H -0.22076 -3.13061 1.09777 -0.3424 0.2296 -0.3434 0.263
H 2.10708 -1.86153 2.12947 -0.5705 0.4705 -0.0268 0.202
H 1.96804 -2.78123 0.81613 -0.5664 0.0503 -0.0725 0.246
H -1.80864 3.41944 1.37099 -0.3903 1.3268 0.1799 0.283
H -1.92842 1.96162 1.62424 0.3449 0.1292 -0.3574 0.298
O -1.44898 2.60397 1.07282 0.0444 -1.4849 0.3222 -0.593
H 0.32176 -0.14134 -0.85234 0.1960 0.2306 -0.3004 0.279
H -0.86537 0.61623 -0.35557 0.2653 0.3122 -0.2821 0.322
O -0.14510 0.69288 -1.00513 -0.4305 -0.5851 0.5737 -0.657
H 2.96338 -0.71813 -3.22888 0.7941 -0.0683 0.2431 0.303
H 2.12456 -0.25011 -4.38932 0.0115 0.3329 -0.7305 0.304
O 2.06824 -0.60583 -3.51386 -0.7990 -0.2919 0.5207 -0.601
H -1.11487 2.91359 -1.01116 -0.1870 0.7257 0.5055 0.364
H -1.32903 2.33153 -2.25669 -0.1467 -0.3179 -1.0208 0.329
O -1.54412 3.16526 -1.84056 0.3391 -0.3637 0.4227 -0.647

No. 2
10
Properties=species:S:1:pos:R:3:forces:R:3:mulliken_charge:R:1 method="wB97M-V/def2-TZVPD" relative_energy_kj_mol=195.63 energy_ha=-1008.8927 smiles="C/N=N/S.Cl" max_force_ha_per_bohr=0.072 lumo_energy_ha=-0.008
C 1.20322 -0.63022 -0.66506 -2.5111 0.9223 1.3295 -0.686
N 0.13329 0.11034 0.01374 -0.8495 -0.2318 0.2788 0.141
N -0.05940 -0.07512 1.22609 1.8582 -0.5149 -1.1026 -0.404
S -1.34312 0.76902 1.77891 -2.3162 1.6518 -2.3756 -0.014
Cl -1.81557 0.96696 -1.94771 0.7468 -0.8136 0.3347 -0.426
H 1.60405 -1.13881 0.20252 1.1905 -0.8830 -0.8171 0.395
H 0.53143 -1.14369 -1.39168 1.5572 -0.4917 0.1121 0.237
H 1.70897 0.21808 -1.10540 0.9999 -0.5273 -0.4499 0.288
H -0.79987 0.31935 -1.11530 -1.3981 1.6676 -0.2157 0.310
H -1.16299 0.60410 3.00389 0.7221 -0.7793 2.9056 0.158

No. 3
19
Properties=species:S:1:pos:R:3:forces:R:3:mulliken_charge:R:1 method="wB97M-V/def2-TZVPD" relative_energy_kj_mol=38.85 energy_ha=-198.8744 smiles=CCC.CC max_force_ha_per_bohr=0.024 lumo_energy_ha=0.042
C -2.17402 -1.21539 -0.89052 -0.1102 0.4409 1.1244 -0.788
C -2.44563 0.21657 -1.35235 -0.2849 -0.4297 -0.2412 -0.707
H -1.20282 -1.63694 -1.14150 -0.1309 -0.0279 -0.5651 0.292
H -2.12174 -1.11304 0.20001 -0.0083 -0.2496 0.0591 0.182
H -2.99944 -1.90432 -1.04949 0.1239 -0.1347 -0.4543 0.334
H -2.57374 0.39092 -2.41721 0.4200 -0.3233 -0.2908 0.285
H -1.62747 0.82745 -0.97927 -0.2484 0.4220 -0.0226 0.159
H -3.41962 0.51193 -0.95744 0.2561 0.3075 0.4010 0.265
C 1.19112 0.55245 0.44108 0.6651 -0.6540 0.3475 0.159
C 1.04443 -0.25888 1.74826 0.4461 1.0658 -0.0205 -1.116
C 2.67675 0.82454 0.07569 -0.8642 0.4654 -0.1074 -1.134
H 0.79755 -0.04430 -0.36842 -0.4378 -0.0425 -0.2718 -0.008
H 0.62313 1.47663 0.51741 -0.0736 0.0249 -0.1650 0.313
H 1.94095 -0.84827 1.90916 -0.0116 -0.3778 -0.0238 0.320
H 2.82181 0.57607 -0.96976 0.2447 0.0161 -0.1638 0.318
H 2.95066 1.87161 0.20150 0.0589 -0.0144 0.0988 0.258
H 0.16967 -0.89324 1.78279 -0.2257 -0.0925 -0.0383 0.285
H 1.00915 0.44877 2.58079 -0.1300 -0.1829 0.1357 0.278
H 3.33925 0.21744 0.66926 0.3107 -0.2134 0.1984 0.305

No. 4
86
Properties=species:S:1:pos:R:3:forces:R:3:mulliken_charge:R:1 method="wB97M-V/def2-TZVPD" relative_energy_kj_mol=170.47 energy_ha=-5606.3305 max_force_ha_per_bohr=0.011 charge=+2 lumo_energy_ha=-0.185
Sn -0.27949 0.18288 -2.00843 -0.0014 -0.0211 0.0434 0.486
C -2.83322 3.93773 -1.77021 0.0738 -0.0286 -0.0271 -1.120
N -1.68316 4.03409 -0.86940 -0.0467 -0.1052 0.0587 0.316
C -1.33185 5.40068 -0.49021 0.0018 0.0008 0.0308 -1.058
C -1.08534 2.95953 -0.39130 -0.0179 -0.0277 0.0456 1.033
O -1.39863 1.78447 -0.69640 -0.0679 0.1612 -0.1888 -0.439
C 0.00317 3.13091 0.66165 -0.0277 -0.0541 0.0355 -1.374
O 0.55772 1.86342 0.97120 0.1282 0.0904 -0.0312 -0.064
C 0.33868 1.34251 2.20020 0.1065 -0.1325 -0.1674 -0.624
C -2.09086 -0.04112 1.45376 0.2765 0.0376 -0.0019 0.280
O -2.04587 -0.74356 0.52415 -0.0779 -0.1338 0.0150 -0.428
N -3.01237 0.58015 2.14828 -0.0411 0.1127 -0.1010 0.314
C -4.39806 0.42585 1.65844 0.0492 -0.0057 0.0157 -1.071
C -2.88617 1.38252 3.35930 0.0239 -0.0493 0.0040 -0.840
H -2.59492 4.43317 -2.70969 -0.0053 -0.0189 -0.0323 0.351
H -3.07562 2.89885 -1.95448 0.0238 -0.0678 -0.0231 0.293
H -3.68628 4.43636 -1.30912 0.0202 0.0152 -0.0016 0.382
H -1.20377 5.99411 -1.39405 0.0023 -0.0090 -0.0073 0.370
H -2.13406 5.83840 0.10458 -0.0080 0.0067 -0.0072 0.342
H -0.40906 5.44148 0.07728 0.0198 0.0036 -0.0079 0.365
H 0.80946 3.76885 0.29916 0.0514 -0.0438 -0.0349 0.433
H -0.42748 3.59256 1.55612 0.0234 0.0676 -0.0232 0.607
H 1.24298 0.88337 2.59356 0.0125 -0.0053 -0.0092 0.291
H -0.09213 2.06646 2.89139 -0.0575 -0.0333 0.0589 0.555
H -4.40898 -0.21823 0.78635 0.0023 -0.0025 0.0008 0.347
H -5.00019 -0.01488 2.45137 -0.0100 -0.0045 -0.0084 0.358
H -4.79666 1.40584 1.40095 0.0020 0.0091 0.0052 0.327
H -1.85759 1.48054 3.67252 0.0678 -0.0341 0.0203 0.184
H -3.30466 2.37134 3.17456 -0.0016 0.0111 0.0042 0.345
H -3.45148 0.90945 4.16203 -0.0151 0.0046 -0.0105 0.351
Br -2.92106 -7.63456 0.36891 -0.0029 -0.0087 -0.0108 -0.139
C -1.73180 -6.98591 1.67781 0.0009 0.0189 0.0209 0.075
C -2.13037 -5.93940 2.49810 -0.0289 -0.0285 -0.0385 -0.664
C -1.25576 -5.43743 3.44570 0.0862 0.0398 0.0478 -0.135
C 0.01061 -6.00188 3.57877 0.0226 0.0096 -0.1438 0.123
C 0.37099 -7.09976 2.80496 0.0074 0.0128 -0.0108 -0.141
C -0.48627 -7.57703 1.82854 0.0016 -0.0004 0.0085 -0.548
N 0.99184 -5.60638 4.54081 -0.0429 0.1148 0.1916 -0.348
N 1.25635 -4.42622 4.78999 0.0569 -0.1096 -0.1086 -0.483
C 0.72029 -3.31766 4.06870 -0.1103 -0.0547 0.0051 0.220
C -0.00597 -2.38532 4.76295 -0.0358 -0.0180 -0.0028 -1.079
C -0.46029 -1.22278 4.11972 -0.0913 -0.0209 -0.0489 -0.304
C -0.14820 -1.02097 2.80971 0.2105 -0.0538 -0.1510 -0.066
O -0.59019 0.16187 2.14239 -0.4145 0.1481 0.3912 0.725
C 0.66606 -1.91056 2.06562 0.0275 0.0280 0.0317 0.262
N 1.01184 -1.59076 0.79329 -0.0447 0.0714 -0.0006 0.237
C 1.79298 -2.42672 0.15827 0.0108 0.0032 -0.0736 0.068
C 2.29953 -3.62050 0.71160 0.0071 -0.0118 0.0041 -1.296
C 1.96323 -3.94568 1.99014 -0.0121 -0.0291 0.0271 -0.977
C 1.11021 -3.08201 2.71773 0.0129 -0.0111 0.0377 0.877
H -3.12660 -5.53101 2.39991 0.0079 0.0073 0.0085 0.442
H -1.58260 -4.64227 4.09945 0.0288 0.0312 0.0322 0.502
H 1.33143 -7.56821 2.97860 -0.0084 -0.0098 -0.0111 0.511
H -0.20247 -8.41617 1.20925 -0.0013 0.0019 0.0021 0.457
H -0.23541 -2.55685 5.80598 0.0025 0.0080 -0.0062 0.504
H -1.05700 -0.50732 4.66975 -0.0006 0.0341 -0.0099 0.451
H 2.06764 -2.15830 -0.85748 0.0026 0.0294 0.0130 0.313
H 2.95386 -4.24940 0.12470 -0.0081 0.0053 0.0005 0.448
H 2.35298 -4.84130 2.45464 -0.0068 0.0146 0.0008 0.608
C 3.76311 2.26822 0.19663 -0.0409 -0.0470 0.0205 -0.946
N 3.22009 2.90255 -0.99431 -0.0626 0.0536 -0.0624 0.227
C 3.39676 4.23437 -1.30190 -0.0387 -0.0146 0.0142 -0.586
C 2.91195 4.41006 -2.55090 0.0534 -0.0487 -0.0253 -0.825
N 2.46635 3.19491 -3.02500 -0.0387 -0.0452 0.1198 0.586
B 2.18481 3.12937 -4.59567 -0.0417 -0.0200 -0.0234 0.323
N 1.64962 1.75273 -5.08320 -0.0746 0.0269 -0.0272 0.141
C 2.30345 0.94883 -5.98811 0.0045 -0.0054 0.0846 -0.508
C 1.46772 -0.05371 -6.34408 -0.0516 0.0069 0.0053 -0.455
N 0.29249 0.14283 -5.64707 0.0410 0.0333 -0.0098 0.318
C -0.93460 -0.62048 -5.84017 0.0137 -0.0020 0.0064 -0.710
C 0.42822 1.25194 -4.89245 0.0834 0.0319 -0.0423 -0.547
S -0.76984 1.90628 -3.82077 -0.0211 -0.0275 0.0850 -0.307
C 2.63444 2.28975 -2.05826 0.1367 0.0812 -0.0568 0.165
S 2.26433 0.59099 -2.06082 -0.0595 0.0176 -0.0361 -0.454
H 4.83621 2.44307 0.23843 0.0105 -0.0185 -0.0053 0.392
H 3.57139 1.20042 0.14419 -0.0287 0.0239 0.0257 0.252
H 3.29932 2.68318 1.08989 -0.0213 0.0020 0.0161 0.289
H 3.88036 4.91728 -0.62475 -0.0167 -0.0103 -0.0069 0.538
H 2.88824 5.28725 -3.17437 -0.0049 -0.0183 0.0204 0.564
H 3.24638 3.29388 -5.13104 0.0050 0.0240 0.0015 -0.159
H 1.38648 3.99400 -4.83836 -0.0057 -0.0217 0.0198 -0.092
H 3.30755 1.16686 -6.30437 -0.0175 0.0016 -0.0026 0.516
H 1.59243 -0.87376 -7.02878 -0.0075 0.0132 0.0097 0.474
H -0.68854 -1.53019 -6.37961 0.0012 -0.0022 -0.0005 0.317
H -1.65128 -0.03743 -6.41490 -0.0027 -0.0017 -0.0035 0.335
H -1.37735 -0.88047 -4.88228 0.0002 0.0015 0.0119 0.198